Record 1
# C38H60BrF9N2O21PS2

A molecular structure, C38H60BrF9N2O21PS2 in a non-equilibrium geometry (ωB97M-V/def2-TZVPD, the OMol25 dataset).

Structure (ORCA input):
```
! RIJCOSX wB97M-V def2-TZVPD def2/J DEFGRID3
* xyz 1 1
Br 2.91 -0.29 0.20
H -2.46 -3.23 -5.70
C 1.40 -5.37 -0.29
C 2.14 -1.10 -1.51
H 1.59 3.85 -2.09
H -0.14 4.00 0.65
H -3.16 4.35 9.24
H 1.25 -1.97 1.95
H -0.37 3.89 -1.89
H 1.93 -3.76 2.99
C -8.44 -1.28 2.12
H 1.51 3.09 0.68
C -0.32 -3.60 2.22
H 0.60 -3.53 4.31
H -2.19 8.28 3.44
H 2.40 -6.02 -0.26
H -0.50 -1.49 1.41
C 0.64 1.76 -1.56
H -6.54 5.97 1.40
H 0.59 1.43 -0.42
H -4.12 4.56 7.76
C -9.83 -1.00 2.58
O 2.35 -2.52 -4.65
O -0.21 -2.74 -3.05
H -2.22 -1.41 -5.15
O 1.94 -8.61 -3.21
H -0.30 1.46 -2.18
H -2.44 -2.91 -2.95
H 4.77 5.96 0.74
C 4.74 -1.13 -4.39
O 4.28 -3.86 -3.87
H 0.44 -0.75 -0.41
H -8.03 4.93 -0.15
H -1.35 -1.63 -1.56
H 1.28 -5.59 -2.66
C 0.66 3.43 -1.52
H 1.90 -10.82 -3.47
H -0.82 -7.53 -1.40
C 0.56 -8.11 -3.18
H -0.27 -3.43 -0.55
H 1.70 -0.30 -3.47
H -2.06 3.87 6.78
O -1.89 5.93 6.76
H -7.72 -1.31 2.95
H 5.80 -2.98 -1.91
F 7.74 -0.99 -6.89
F 5.71 -2.57 -6.21
H -1.09 4.59 8.08
C 6.13 -1.66 -5.07
H 3.01 1.86 -1.75
O -8.55 -2.55 1.51
C 0.31 -2.36 1.36
C -9.85 -2.70 1.13
H 3.15 4.92 2.16
O -2.56 8.06 7.26
C -0.30 -1.61 -2.13
C 3.18 -2.32 -1.88
C 4.51 6.52 1.65
C -0.56 6.93 2.99
H -8.09 -0.56 1.38
H 3.02 -10.20 -2.08
O 2.93 6.62 3.29
C 2.08 1.34 -2.28
C 2.76 7.66 2.43
H -0.21 7.66 2.25
H 0.16 6.90 3.82
F 5.11 -0.04 -3.46
C 0.84 -4.09 3.28
O -10.63 -1.71 1.65
H -10.07 0.07 2.56
O -2.39 4.61 1.30
H 5.43 6.96 2.07
N 2.23 -0.10 -2.60
H -1.21 -3.16 2.88
F 6.94 -2.56 -4.16
C -2.58 6.86 7.48
O 1.95 8.56 2.59
C 8.47 -0.27 -4.59
C -1.98 4.71 7.47
S 0.89 -5.93 3.61
P 4.91 -2.19 -1.04
H 2.02 1.90 -3.33
H -2.15 6.82 4.46
C 0.64 -5.80 -1.69
O -0.67 5.66 2.38
H 0.32 -7.30 -4.00
C 2.00 -9.98 -2.63
H -0.38 -5.22 -1.86
C -1.72 -2.47 -5.16
H -10.03 -1.40 3.58
S 3.60 -2.44 -3.74
H 4.44 5.20 3.36
F 3.98 -0.46 -5.52
O -2.75 6.51 2.52
H 1.50 4.91 0.15
C -6.20 5.01 1.00
O 5.02 -2.88 0.38
C -6.76 2.86 1.22
F 9.11 1.01 -5.08
F 9.54 -1.31 -4.74
H -6.54 4.91 -1.13
H 1.14 -10.20 -1.85
O -6.86 1.74 1.70
O -6.42 3.97 1.94
C 1.96 -3.78 -0.32
H 1.01 -7.94 -0.85
H 2.29 -6.21 3.76
C -1.95 7.21 3.45
H 0.82 -5.63 0.69
C 0.67 -2.78 -0.23
O 3.60 7.56 1.36
C -1.51 -3.11 -3.63
O -10.26 -3.61 0.43
C -6.99 4.58 -0.19
O -3.28 6.28 8.50
F 8.08 0.00 -3.19
H 2.56 -3.67 0.67
H -0.69 -2.41 -5.75
H -1.48 -4.29 -3.81
C -1.97 5.51 2.00
C -3.22 4.88 8.29
C 0.87 3.89 0.08
N 0.76 -1.52 -1.07
O 2.70 -3.67 -1.57
H -5.13 5.07 0.79
H -0.23 -9.00 -3.30
H -0.35 -0.63 -2.80
C 0.34 -7.42 -1.68
F 6.59 0.82 -5.85
O -6.98 3.17 -0.09
C 7.17 -0.51 -5.57
C 3.77 5.68 2.64
H 5.48 -0.85 -1.07
H -0.80 -4.46 1.58
*
```

For the HOMO-LUMO gap, the calculation gives 7.27 eV. The calculation puts the molecular weight at 1226.885 g mol⁻¹. The value obtained for the HOMO energy is -11.4 eV. For the LUMO energy, the calculation gives -4.10 eV.

---

Record 2
# C4H11NO2

2 unconnected molecules or ions with the total composition C4H11NO2 in a non-equilibrium geometry (ωB97M-V/def2-TZVPD, the OMol25 dataset).

Structure (ORCA input):
```
! RIJCOSX wB97M-V def2-TZVPD def2/J DEFGRID3
* xyz 0 1
H -1.42 2.69 -2.23
H -0.40 -2.29 4.37
O 0.91 -1.10 2.88
H -0.16 0.36 -3.18
C -0.43 -1.57 3.45
N -0.08 1.00 -2.39
H 1.35 -0.98 -0.06
H 1.15 -1.54 -1.71
H -0.16 -1.75 -0.57
H 0.29 2.82 -3.33
C 0.60 -1.11 -0.86
O -0.21 1.08 -0.16
C 0.18 0.40 -1.15
H 0.44 2.71 -1.51
H -1.26 -2.16 2.80
H 0.60 -0.42 2.30
H -1.04 -0.54 3.77
C -0.35 2.42 -2.41
*
```

For the HOMO-LUMO gap, the calculation gives 10.34 eV. The calculation puts the molecular weight at 105.137 g mol⁻¹. The value obtained for the HOMO energy is -9.6 eV. For the LUMO energy, the calculation gives 0.79 eV.

---

Record 3
# C47H50N8O2P2S2Tl

A molecular structure, C47H50N8O2P2S2Tl (ωB97M-V/def2-TZVPD, the OMol25 dataset).

Structure (ORCA input):
```
! RIJCOSX wB97M-V def2-TZVPD def2/J DEFGRID3
* xyz -1 1
H 2.05 -1.88 3.17
H -3.72 3.79 -2.23
C -2.56 7.29 3.55
H -0.28 -5.35 -2.77
C -1.61 -3.48 -0.40
C 2.33 -0.64 -3.85
C 2.90 2.95 5.19
C -3.30 6.18 1.56
H 3.95 2.90 0.87
C -2.66 3.62 -2.41
C 2.55 2.05 6.19
N 3.71 1.93 0.76
C 2.55 2.71 3.87
H -1.28 3.73 4.84
H -1.68 -3.30 1.73
S -3.09 2.40 3.89
H 0.38 -3.73 -4.36
C -0.12 -7.39 -2.11
C 1.47 0.66 4.53
H 2.31 -3.33 -3.25
H 2.30 -4.42 -1.86
H -1.66 6.03 5.04
H -0.96 3.15 3.20
C -3.15 7.35 2.30
H -0.50 -3.98 -6.65
H 2.14 -1.96 4.94
O 1.60 1.27 2.23
H -2.21 0.66 -1.42
C 1.50 -0.44 -2.75
C 3.40 0.21 -4.11
H -2.55 3.14 -3.39
C 1.83 0.92 5.84
H -3.76 1.52 -1.60
Tl -0.23 -0.35 1.09
H -3.78 6.21 0.59
N 2.51 -1.47 0.54
C -1.34 -0.84 -4.61
C 2.11 -3.39 -2.18
N 4.64 -0.22 0.59
C -3.75 -3.40 -1.51
C 0.52 -6.33 0.36
S -3.12 -0.13 2.27
C 0.15 -8.24 -1.05
C -2.26 -3.36 0.82
C 1.86 1.54 3.49
N 0.70 -3.07 -1.91
C -1.55 -2.12 -6.63
H 2.79 1.62 1.25
H -1.95 -2.24 -7.63
C 3.62 1.31 -3.29
C -2.80 1.52 -1.08
H 6.73 0.91 0.69
H -2.51 -0.23 -6.30
H 0.58 4.36 -0.22
C 0.47 -7.71 0.19
C 3.48 -0.82 0.56
C 1.45 -1.86 4.09
C -0.07 -6.01 -1.94
H 4.45 1.98 -3.49
C -0.24 4.32 -0.93
C -0.51 -1.81 -4.05
C -0.74 -3.10 -6.08
C -2.23 4.90 3.31
H 1.10 0.86 -1.08
H -2.97 4.06 1.50
H 0.68 -8.37 1.03
C 0.71 -0.56 4.17
C -2.37 -3.50 -1.57
H -0.37 -7.80 -3.09
N -0.53 -0.56 3.85
C 0.23 -5.47 -0.69
H -3.51 8.29 1.91
C 1.73 0.68 -1.94
H -1.59 0.04 -4.02
H -5.47 -3.20 -0.24
H -0.85 5.21 -0.80
H 2.79 -2.73 -1.65
H 0.16 4.30 -1.95
H -4.13 -3.15 1.84
N -1.18 0.66 4.05
C -2.84 4.97 2.06
C -1.71 3.60 3.85
H 2.83 2.24 7.22
C 2.77 1.56 -2.22
H -1.89 -3.60 -2.54
H 0.75 -2.69 4.07
C -1.86 -0.98 -5.88
C -3.64 -3.27 0.88
H -2.45 8.19 4.14
H 2.92 2.42 -1.59
H -4.33 -3.40 -2.43
H -2.15 4.58 -2.43
C -2.30 0.83 3.43
H 3.44 3.86 5.44
H 4.05 0.02 -4.95
P 0.06 -1.51 -2.32
C 4.73 1.08 0.66
N 6.00 1.60 0.56
H 2.14 -1.46 -4.53
C -2.11 6.08 4.05
O -0.59 2.26 0.20
H 0.77 -5.91 1.33
C -4.39 -3.29 -0.28
C -1.00 3.05 -0.65
H -2.97 1.39 -0.01
H 6.17 2.49 0.99
H 0.11 -9.31 -1.19
C -0.23 -2.95 -4.79
H 1.51 0.23 6.62
N -2.12 2.78 -1.36
P 0.23 -3.65 -0.31
H 2.80 3.43 3.11
*
```

For the HOMO-LUMO gap, the calculation gives 6.40 eV. The calculation puts the molecular weight at 1089.436 g mol⁻¹. The value obtained for the HOMO energy is -4.2 eV. For the LUMO energy, the calculation gives 2.21 eV.

---

Record 4
# H8O4

4 unconnected molecules or ions with the total composition H8O4 in a non-equilibrium geometry (ωB97M-V/def2-TZVPD, the OMol25 dataset).

Structure (ORCA input):
```
! RIJCOSX wB97M-V def2-TZVPD def2/J DEFGRID3
* xyz 0 1
H -0.80 1.23 -0.39
H 3.12 0.31 -0.34
H -2.60 0.10 0.66
H -1.63 -0.77 -0.19
H 1.64 0.68 0.03
H 0.74 -1.80 0.78
H -0.34 1.57 0.99
O 0.00 -1.62 0.16
O -0.01 1.71 0.11
H 0.46 -1.08 -0.54
O -2.30 -0.07 -0.25
O 2.24 -0.04 -0.14
*
```

For the HOMO-LUMO gap, the calculation gives 12.15 eV. The calculation puts the molecular weight at 72.060 g mol⁻¹. The value obtained for the HOMO energy is -11.5 eV. For the LUMO energy, the calculation gives 0.65 eV.

---

> The lowest HOMO-LUMO gap belongs to which entry?

C47H50N8O2P2S2Tl